Entry 1:
Below is a cluster of 8 separate species, C27H74N10O12 in total in a non-equilibrium geometry, with properties calculated with the ωB97M-V functional and the def2-TZVPD basis.

Each line ends with the Mulliken charge.
Positions of all 123 atoms, in Å:
O (-3.02, 0.21, 1.32)  -0.694
O (2.97, 4.97, 3.72)  -0.297
O (-2.26, 1.66, -4.08)  -0.502
O (-7.42, -1.34, -3.27)  -0.353
O (-0.82, 0.60, -0.53)  -0.368
O (1.10, -3.58, 0.84)  -0.408
O (4.44, -1.47, -0.49)  -0.537
O (0.26, -2.72, -3.35)  -0.026
O (-2.62, 2.30, 3.08)  -0.721
O (1.03, 2.49, 6.31)  -0.391
O (5.71, -5.03, 1.54)  -0.236
O (-3.01, 4.06, -1.12)  -0.720
N (-4.15, 3.95, 2.65)  -0.421
N (2.78, -5.69, 0.70)  -0.411
N (-3.25, 5.85, -2.45)  -0.481
N (-4.89, 4.22, -2.41)  -0.375
N (-5.15, 0.21, -3.73)  -0.425
N (-0.57, 2.81, -0.12)  -0.077
N (0.70, 1.27, 1.02)  0.231
N (-1.99, 4.50, 2.99)  -0.412
N (2.81, -1.22, -2.97)  -0.298
N (1.82, 2.51, 3.67)  0.074
C (-2.92, 3.49, 2.99)  0.782
C (-7.98, -1.97, -4.39)  -0.785
C (0.14, -2.58, 1.12)  -0.360
C (-4.57, 1.56, -3.55)  -0.777
C (3.81, -2.59, -1.04)  -0.616
C (-0.09, -3.99, -3.88)  -0.898
C (-3.70, 4.66, -1.94)  0.693
C (-3.16, 1.52, -2.98)  1.752
C (-0.90, 1.77, -3.68)  -0.062
C (2.92, 2.71, 2.75)  -0.071
C (0.78, -1.84, -4.35)  -0.796
C (3.52, -0.75, 0.31)  -0.397
C (1.65, -0.73, -3.71)  -0.462
C (4.06, -6.02, 0.14)  -0.124
C (3.15, 4.21, 2.52)  -0.912
C (2.28, 2.67, 6.98)  -0.650
C (2.67, -2.29, -2.00)  -0.205
C (-6.15, -1.80, -2.86)  -0.803
C (-5.26, -0.59, -2.50)  -0.307
C (0.83, 1.36, 5.53)  -0.957
C (0.54, -4.78, 0.30)  -0.585
C (3.26, 6.33, 3.56)  -0.806
C (-0.24, 1.52, 0.07)  0.254
C (1.88, 1.23, 4.36)  -0.141
C (1.67, -5.63, -0.27)  -0.273
C (5.11, -6.26, 1.22)  -0.880
C (6.16, -4.95, 2.87)  -0.835
H (-6.13, 0.27, -3.99)  0.240
H (-2.45, 6.14, -1.92)  0.240
H (-5.58, -2.15, -3.73)  0.381
H (-2.33, 5.44, 3.01)  0.166
H (-5.19, 2.05, -2.79)  0.186
H (-1.09, -3.88, -4.31)  0.299
H (5.89, -6.93, 0.85)  0.458
H (-4.45, 2.20, -4.43)  0.322
H (4.16, 4.41, 2.17)  0.418
H (2.81, 6.78, 2.66)  0.314
H (-0.26, 3.51, 0.53)  0.068
H (-0.74, -2.95, 1.65)  0.482
H (1.02, 0.42, 6.07)  0.427
H (-3.08, 0.99, 1.90)  0.382
H (1.30, -2.30, -5.19)  0.483
H (4.33, 6.47, 3.38)  0.297
H (-3.73, 6.45, -3.10)  0.149
H (-0.14, -5.26, 1.01)  0.441
H (0.55, -1.73, 1.66)  -0.294
H (6.66, -4.00, 3.07)  0.256
H (2.16, 3.41, 7.77)  0.237
H (-1.14, 2.97, -0.93)  0.049
H (-0.73, 2.83, -3.48)  0.268
H (-3.03, 2.41, -2.35)  -0.887
H (3.06, 3.02, 6.31)  0.209
H (-0.14, -4.55, -0.52)  0.221
H (3.95, -6.93, -0.47)  0.471
H (-0.79, 1.06, -2.86)  -0.265
H (-4.92, 3.31, 2.53)  0.236
H (-0.18, 1.40, -4.42)  0.337
H (2.67, -4.74, 1.04)  0.320
H (-5.25, 3.40, -1.96)  0.419
H (-5.41, 4.72, -3.11)  0.144
H (4.62, -6.78, 2.05)  0.387
H (6.94, -5.71, 3.01)  0.327
H (5.41, -4.99, 3.67)  0.318
H (2.56, 1.68, 7.36)  0.341
H (4.31, -5.33, -0.68)  0.103
H (2.36, -3.17, -2.55)  0.357
H (2.01, -5.07, -1.15)  0.123
H (4.55, -3.24, -1.52)  0.347
H (4.01, -0.06, 1.00)  0.280
H (-0.14, 1.32, 5.04)  0.476
H (-0.07, -1.35, -4.85)  0.374
H (0.93, 0.30, 1.13)  -0.245
H (3.40, -0.47, -2.67)  0.298
H (-2.86, 0.65, -2.39)  -0.197
H (-6.28, -2.56, -2.08)  0.417
H (2.86, 1.04, 4.79)  0.425
H (-4.35, 4.93, 2.66)  0.135
H (-0.25, -4.71, -3.07)  0.161
H (1.30, -6.64, -0.46)  0.423
H (-0.20, -2.21, 0.15)  0.188
H (-2.13, 0.24, 0.93)  0.243
H (1.72, 3.35, 4.22)  0.370
H (2.98, -0.05, -0.34)  0.235
H (-1.11, 4.15, 3.34)  0.176
H (-7.23, -2.28, -5.12)  0.339
H (-5.61, -0.07, -1.60)  0.354
H (3.90, 2.41, 3.16)  0.459
H (0.76, 1.96, 1.76)  0.101
H (3.48, -3.31, -0.28)  0.244
H (2.89, 6.90, 4.41)  0.254
H (1.45, 0.42, 3.77)  -0.175
H (2.85, 2.17, 1.81)  -0.076
H (-8.61, -2.84, -4.21)  0.319
H (1.00, -0.07, -3.13)  0.096
H (2.09, -0.36, -4.64)  0.327
H (2.77, -1.36, 0.81)  0.046
H (-4.23, -0.87, -2.30)  0.227
H (2.37, 4.62, 1.88)  0.310
H (1.80, -2.06, -1.36)  0.093
H (-8.57, -1.24, -4.95)  0.247
H (0.62, -4.40, -4.59)  0.367

Results
* total energy: -68665.16959 eV
* frontier orbital gap: 8.02 eV
* total charge: 0

Entry 2:
Below is a structure of composition C27H75F3HfN5O14S in a non-equilibrium geometry, with properties calculated with the ωB97M-V functional and the def2-TZVPD basis.

Each line ends with the Mulliken charge.
Positions of all 126 atoms, in Å:
Hf (2.42, -3.31, -0.11)  0.896
S (0.43, -0.30, 0.57)  0.303
F (2.40, 1.46, 0.80)  -0.185
F (0.41, 2.17, 1.19)  -0.040
F (1.48, 0.96, 2.67)  -0.179
O (0.43, -3.56, 1.27)  -0.446
O (1.54, -1.28, 0.28)  1.281
O (-0.54, -0.78, 1.51)  -0.156
O (-4.12, 3.60, -0.51)  -0.410
O (5.43, -2.26, 2.71)  -0.528
O (-1.24, -4.68, -2.90)  -0.400
O (2.81, -2.69, 2.19)  -0.695
O (1.73, -2.73, -4.15)  -0.256
O (2.69, 3.98, 5.51)  -0.514
O (-0.10, 0.15, -0.71)  0.154
O (-0.68, 3.74, -5.17)  -0.343
O (4.58, -0.69, 0.46)  -0.361
O (-5.61, -0.89, 4.50)  -0.347
O (3.38, 0.05, 4.99)  -0.406
N (0.56, -3.18, -1.70)  0.336
N (-2.13, -1.81, 3.78)  -0.251
N (-3.67, 0.80, 0.31)  -0.315
N (3.40, -2.03, -1.85)  -0.128
N (0.66, 2.62, -3.00)  -0.572
C (-4.56, -1.27, 3.64)  -0.264
C (5.86, -0.90, 2.53)  -0.318
C (3.35, 0.32, -2.67)  -1.373
C (1.56, -3.32, -5.46)  -0.896
C (-3.31, 4.64, 0.06)  -0.507
C (-2.88, 0.34, 4.48)  -1.159
C (-3.91, 1.28, -1.08)  1.155
C (-6.91, -0.90, 3.93)  -0.789
C (0.61, -3.63, 2.71)  -0.504
C (-3.27, -1.13, 4.45)  0.053
C (-0.32, 4.55, -4.05)  -1.108
C (-2.23, -5.51, -3.50)  -0.844
C (-5.40, 1.20, -1.36)  -1.762
C (-1.13, -1.78, -2.91)  -1.364
C (-0.87, -2.69, -1.68)  0.910
C (-0.24, 3.77, -2.78)  1.555
C (3.00, 4.12, 4.13)  -0.353
C (1.25, 1.17, 1.39)  -0.265
C (-1.80, -3.94, -1.83)  -0.920
C (4.78, -0.15, 1.76)  -0.575
C (0.32, 4.54, -1.62)  -1.333
C (-0.72, 4.55, -6.34)  -0.784
C (1.71, -2.68, 3.15)  -0.021
C (2.67, -1.05, -2.73)  1.286
C (-3.34, 2.66, -1.25)  0.134
C (2.56, -1.60, -4.17)  -1.156
C (4.42, 0.76, 5.64)  -0.723
H (5.36, 0.19, 5.55)  0.258
H (3.82, -2.57, -2.63)  0.425
H (4.28, 0.76, 6.73)  0.337
H (-1.86, 0.49, 4.83)  0.312
H (-0.30, -3.39, 3.27)  0.096
H (-7.12, -0.11, 3.21)  0.301
H (-1.02, 3.88, -7.15)  0.270
H (-7.09, -1.78, 3.30)  0.322
H (-5.52, 1.23, -2.45)  0.403
H (5.11, 0.89, 1.67)  0.602
H (4.62, 1.76, 5.28)  0.285
H (0.62, 5.02, -4.37)  0.483
H (1.37, -1.65, 3.11)  -0.037
H (-1.62, 5.17, -6.32)  0.339
H (-3.81, 1.57, 0.96)  0.293
H (-0.41, -0.98, -3.06)  -0.053
H (-2.45, -6.38, -2.87)  0.325
H (0.37, -4.04, -2.25)  0.571
H (2.70, 0.70, 4.81)  0.274
H (3.80, -0.10, 2.24)  0.021
H (-3.33, 3.03, -2.28)  0.644
H (6.77, -0.83, 1.92)  0.341
H (1.25, 5.07, -1.84)  0.419
H (-2.29, 2.71, -0.92)  -0.249
H (2.15, -3.03, 4.09)  0.736
H (5.32, -0.42, -0.10)  0.339
H (-2.66, 5.00, -0.75)  0.088
H (-0.98, -2.13, -0.75)  -0.122
H (-7.65, -0.80, 4.72)  0.279
H (5.90, -2.64, 3.46)  0.297
H (-4.56, -0.69, 2.71)  0.122
H (4.29, -1.58, -1.64)  0.234
H (0.77, -4.70, 2.88)  0.461
H (-3.64, 0.83, 5.08)  0.442
H (-3.42, 0.50, -1.67)  -0.611
H (2.68, 3.21, 3.63)  -0.130
H (3.58, -2.24, 2.61)  0.237
H (0.87, -4.16, -5.46)  0.263
H (-1.17, 3.25, -2.52)  -0.543
H (2.57, -3.56, -5.81)  0.351
H (-3.15, -4.97, -3.72)  0.353
H (-5.98, 1.99, -0.89)  0.323
H (2.09, -0.81, -4.77)  0.637
H (-0.54, -3.56, 1.16)  0.225
H (2.62, 5.07, 3.75)  0.403
H (-2.43, -2.74, 3.47)  0.369
H (-4.74, -2.32, 3.36)  0.391
H (3.60, 0.62, -1.65)  0.241
H (0.49, 1.81, -2.41)  -0.028
H (-2.77, -3.49, -2.04)  0.559
H (2.50, 4.84, 5.89)  0.320
H (2.60, 1.01, -3.07)  0.362
H (-2.00, -1.34, 2.89)  -0.156
H (-2.08, -1.33, -2.60)  0.552
H (-2.70, 0.52, 0.45)  -0.101
H (-1.89, -4.49, -0.89)  0.444
H (-0.41, 5.30, -1.33)  0.387
H (0.90, -2.58, -2.45)  -0.519
H (-3.90, 5.52, 0.29)  0.347
H (-0.99, 5.41, -3.91)  0.482
H (-3.39, -1.61, 5.42)  0.421
H (6.11, -0.38, 3.46)  0.190
H (-2.63, 4.24, 0.82)  0.194
H (4.07, 4.21, 3.93)  0.281
H (-1.85, -5.93, -4.43)  0.293
H (0.26, 2.21, -3.85)  0.384
H (-1.21, -2.34, -3.84)  0.400
H (3.57, -1.79, -4.57)  0.508
H (-2.86, 0.69, 3.44)  0.052
H (-5.82, 0.20, -1.22)  0.422
H (1.20, -2.51, -6.09)  0.375
H (1.68, -0.91, -2.30)  -0.863
H (4.22, 0.32, -3.34)  0.499
H (0.23, 5.04, -6.56)  0.312
H (0.44, 3.93, -0.72)  0.005

Results
* total energy: -85592.82823 eV
* frontier orbital gap: 1.82 eV
* total charge: +3

Entry 3:
Below is a structure of composition C27H76AlO13P2 in a non-equilibrium geometry, with properties calculated with the ωB97M-V functional and the def2-TZVPD basis.

Each line ends with the Mulliken charge.
Positions of all 119 atoms, in Å:
P (-8.90, 3.41, -1.71)  0.517
P (-5.74, 3.51, 0.41)  0.719
Al (-6.50, 3.35, -1.86)  -0.758
O (3.65, -3.17, 0.25)  -0.342
O (4.66, -2.35, -2.75)  -0.492
O (-4.47, 2.50, 0.64)  -0.485
O (-1.94, -3.00, -0.19)  -0.510
O (5.46, -6.46, -2.04)  -0.433
O (5.68, -2.45, 7.52)  -0.491
O (-4.99, 4.94, 0.70)  -0.553
O (-9.50, 2.12, -1.21)  -0.688
O (0.91, 1.66, 4.71)  -0.547
O (-6.76, 3.22, 1.46)  -0.676
O (-6.04, 1.84, -2.61)  0.357
O (3.16, -2.59, 4.81)  -0.545
O (-6.95, 2.41, -5.34)  -0.471
C (7.36, -7.93, -1.56)  -1.034
C (5.86, -7.70, -1.46)  -0.255
C (-4.30, 5.24, -2.87)  -0.925
C (4.23, -2.13, 3.97)  -0.082
C (-0.76, -2.62, 0.51)  -0.327
C (-3.30, 4.07, -2.95)  0.701
C (5.04, -1.06, -2.26)  -0.211
C (0.50, -0.40, 3.44)  -0.729
C (-4.35, -0.90, -1.43)  -0.927
C (-5.77, 4.83, -2.98)  -0.289
C (-1.58, 4.64, -1.07)  0.283
C (-0.84, 3.23, 0.99)  0.116
C (-0.62, 3.60, -0.48)  -0.910
C (5.61, -1.06, 7.85)  -0.099
C (4.11, -4.40, 0.79)  -0.279
C (1.52, 0.59, 3.98)  -0.192
C (5.61, -4.56, 0.65)  -1.058
C (-5.40, -0.51, -2.48)  -0.304
C (5.47, -2.98, 4.16)  -0.979
C (-1.87, 4.45, -2.58)  -1.435
C (-1.22, 4.43, 1.89)  -1.167
C (3.94, -0.03, -2.43)  -0.871
C (-5.05, 1.87, -6.77)  -1.117
C (6.97, -0.49, 8.22)  -1.100
C (-6.39, 0.59, -2.01)  -0.619
C (-6.10, 2.89, -6.35)  -0.079
C (0.29, -2.01, -0.39)  -0.736
H (5.79, -2.91, 5.20)  0.227
H (-0.12, -1.13, -0.90)  0.299
H (-4.90, -0.12, -3.37)  0.090
H (6.89, 0.58, 8.44)  0.329
H (-3.75, -0.04, -1.13)  0.012
H (-5.13, 5.52, -0.04)  0.311
H (-4.42, 2.25, -7.57)  0.379
H (-7.43, 0.33, -2.27)  0.314
H (-0.89, 4.27, 2.92)  0.366
H (5.69, -6.48, -2.97)  0.250
H (-0.22, 0.11, 2.80)  0.232
H (7.37, -0.98, 9.11)  0.311
H (-0.05, -0.86, 4.26)  0.332
H (7.90, -7.12, -1.09)  0.270
H (-3.66, -1.67, -1.81)  0.356
H (-4.82, -1.31, -0.53)  0.328
H (6.13, -3.75, 1.16)  0.233
H (5.22, -0.57, 6.97)  0.209
H (0.42, 1.27, 5.44)  0.317
H (7.67, -0.62, 7.40)  0.293
H (4.23, 0.93, -1.99)  0.323
H (6.01, -2.93, 8.28)  0.260
H (0.99, -1.19, 2.88)  0.115
H (-5.97, 4.57, -4.04)  0.049
H (7.64, -8.87, -1.07)  0.348
H (-5.53, 0.95, -7.11)  0.299
H (-9.48, 3.79, -2.96)  -0.010
H (-3.28, 3.73, -4.00)  0.269
H (-1.65, 5.39, -3.12)  0.338
H (-1.61, 2.46, 1.07)  0.102
H (4.46, -2.27, -3.69)  0.265
H (6.29, -2.64, 3.52)  0.295
H (-2.52, 4.66, -0.50)  -0.106
H (-1.09, -1.89, 1.26)  0.155
H (4.46, -1.08, 4.20)  0.286
H (-1.70, -3.66, -0.84)  0.299
H (-9.33, 4.53, -0.94)  -0.034
H (5.26, -4.03, 3.94)  0.219
H (7.67, -7.99, -2.61)  0.319
H (3.88, -3.15, -0.68)  0.146
H (-6.42, 2.21, -4.54)  0.245
H (-0.75, 5.35, 1.53)  0.266
H (0.42, 3.97, -0.59)  0.344
H (5.96, -0.72, -2.74)  0.341
H (-4.05, 5.91, -3.72)  0.392
H (-4.41, 1.62, -5.92)  0.221
H (-0.66, 2.68, -1.09)  0.270
H (5.31, -8.53, -1.91)  0.324
H (0.08, 2.78, 1.38)  0.156
H (3.03, -0.37, -1.94)  0.130
H (3.72, 0.13, -3.48)  0.355
H (-0.35, -3.48, 1.05)  0.258
H (-6.40, 5.71, -2.78)  0.398
H (-1.18, 3.70, -2.98)  0.483
H (3.61, -5.24, 0.29)  0.252
H (-5.60, 3.82, -6.03)  0.153
H (-1.13, 5.63, -0.94)  0.374
H (-2.31, 4.59, 1.91)  0.184
H (-6.75, 3.14, -7.19)  0.381
H (5.89, -4.56, -0.40)  0.334
H (3.81, -4.40, 1.84)  0.312
H (5.95, -5.51, 1.09)  0.333
H (3.85, -2.17, 2.95)  0.235
H (1.17, -1.72, 0.18)  0.203
H (-5.96, -1.40, -2.79)  0.331
H (3.48, -2.57, 5.72)  0.317
H (2.06, 1.07, 3.16)  0.311
H (-4.10, 5.84, -1.97)  0.218
H (0.61, -2.73, -1.15)  0.362
H (-6.36, 0.66, -0.92)  0.385
H (5.56, -7.63, -0.41)  0.239
H (5.25, -1.22, -1.20)  0.201
H (-3.67, 3.20, -2.38)  -0.395
H (4.90, -0.91, 8.67)  0.325
H (-3.91, 2.48, -0.13)  0.225
H (2.25, 0.07, 4.61)  0.167

Results
* total energy: -81028.57914 eV
* frontier orbital gap: 6.55 eV
* total charge: -1